Entry 1:
DFT (ωB97M-V/def2-TZVPD) results for a cluster of 4 separate species, C23H50ClN4O5 in total.

LUMO level, eV: -1.851
Frontier orbital gap, Eh: 0.3518
Total energy, eV: -53376.762

```
! wB97M-V def2-TZVPD RIJCOSX def2/J DEFGRID3
* xyz 1 1
C 1.3024 5.7329 -1.1337
C 0.6721 4.5170 -0.4458
C 1.5957 3.8231 0.5377
Cl 3.1558 3.4012 -0.2722
C 1.0637 2.5268 1.1364
C -0.1819 2.6545 2.0359
O -1.0085 1.5139 1.8713
C -0.2647 0.3060 1.9377
C 0.6436 0.1629 0.7026
O 0.1218 -0.7550 -0.1798
C 0.9339 -1.0842 -1.3241
C 2.2981 -1.7460 -1.0401
C 3.4364 -0.7161 -1.0181
C 2.2014 -2.7333 0.1455
C 3.5081 -3.3563 0.6682
C 4.3842 -3.9359 -0.4544
C 4.2872 -2.4268 1.6235
N 0.6982 1.5390 0.0725
H 2.1365 6.1316 -0.5517
H 0.5710 6.5319 -1.2456
H 1.6790 5.4838 -2.1242
H 0.3249 3.8029 -1.1972
H -0.2100 4.8408 0.1160
H 1.8488 4.4895 1.3650
H 1.8784 2.0545 1.6899
H 0.1321 2.7746 3.0774
H -0.7920 3.5098 1.7472
H -0.9765 -0.5176 1.9299
H 0.3184 0.2364 2.8577
H 1.6714 -0.0627 0.9942
H 0.2929 -1.7453 -1.9036
H 1.0789 -0.1785 -1.9308
H 2.4731 -2.3692 -1.9245
H 3.4362 -0.0784 -0.1316
H 3.3635 -0.0609 -1.8923
H 4.4127 -1.1953 -1.0615
H 1.6694 -2.2925 0.9915
H 1.5616 -3.5571 -0.1925
H 3.1824 -4.2087 1.2710
H 4.8899 -4.8424 -0.1183
H 5.1597 -3.2385 -0.7768
H 3.7943 -4.2168 -1.3312
H 3.9840 -1.3835 1.5314
H 5.3628 -2.4638 1.4404
H 4.1211 -2.7072 2.6644
H 1.3796 1.5876 -0.6895
H -0.2344 1.7430 -0.3074
C -0.1728 -2.2814 4.7831
O 0.5337 -1.3579 4.4042
N -1.3275 -2.1259 5.4462
C -2.1205 -3.2566 5.8897
C -1.7808 -0.7784 5.7508
H 0.0962 -3.3350 4.6127
H -3.1172 -3.2309 5.4470
H -2.2211 -3.2583 6.9757
H -1.6304 -4.1800 5.5875
H -1.9404 -0.2049 4.8365
H -1.0435 -0.2512 6.3561
H -2.7174 -0.8404 6.2990
C -2.1192 1.5266 -1.8581
O -1.4204 2.5062 -2.1097
N -3.3182 1.5784 -1.2774
C -4.0740 0.3768 -0.9728
C -3.8832 2.8798 -0.9519
H -1.7818 0.4959 -2.0629
H -5.0346 0.3842 -1.4879
H -4.2441 0.2882 0.1009
H -3.5097 -0.4902 -1.3124
H -3.9909 3.4871 -1.8497
H -3.2379 3.4164 -0.2556
H -4.8585 2.7321 -0.4962
C -3.5083 -1.6211 -4.3616
O -4.6748 -1.4163 -4.6183
N -2.4719 -1.0332 -4.9987
C -1.0992 -1.3091 -4.6511
C -2.7659 -0.1071 -6.0820
H -3.1879 -2.3131 -3.5607
H -0.5824 -0.3995 -4.3294
H -0.5511 -1.7324 -5.4955
H -1.0803 -2.0329 -3.8364
H -3.3638 0.7303 -5.7223
H -3.3289 -0.6044 -6.8711
H -1.8288 0.2669 -6.4880
*
```

Entry 2:
DFT (ωB97M-V/def2-TZVPD) results for a structure of composition C22H22CuN5O3S2 in a non-equilibrium geometry.

LUMO level (alpha / beta), eV: -3.350 / -3.980
Frontier orbital gap (alpha / beta), Eh: 0.2982 / 0.2756
Total energy, eV: -103068.050

```
! wB97M-V def2-TZVPD RIJCOSX def2/J DEFGRID3
* xyz 1 2
Cu 0.2650 -0.0521 -0.1127
S 2.9926 4.8004 -4.7816
N 1.5836 4.9061 -3.8864
C 1.5370 3.7337 -3.2777
C 0.5060 3.3876 -2.2875
C -0.5836 4.2349 -1.8799
C -1.4845 3.7338 -0.9592
C -1.2602 2.5433 -0.3376
N -0.1577 1.7986 -0.6029
C 0.6920 2.1535 -1.5884
C 1.8373 1.2925 -1.8569
N 1.9723 0.1679 -1.1497
C 3.0758 -0.6145 -1.2819
C 4.0236 -0.3753 -2.2821
C 3.9706 0.8276 -3.0099
C 2.8509 1.6285 -2.8053
C 2.6479 2.8564 -3.5032
N 3.5470 3.3907 -4.3285
H -0.6317 5.2027 -2.3361
H -2.2277 4.4564 -0.6740
H -2.0113 2.1001 0.3152
H 3.0153 -1.5263 -0.7118
H 4.6770 -1.1845 -2.5356
H 4.7583 1.2110 -3.6629
C -1.8925 -2.9217 3.4696
N -2.1392 -2.3603 2.1163
C -3.4428 -2.8689 1.6067
C -2.1567 -0.8395 2.1704
C -0.8280 -0.2497 2.5653
C -0.7499 0.4498 3.8163
C 0.4493 0.9690 4.2945
C 1.6438 0.5428 3.6512
C 1.5687 -0.1363 2.4260
C 0.3834 -0.3662 1.8128
H -1.6745 -4.0517 3.3697
H -2.8135 -2.7081 4.0659
H -1.0215 -2.4224 3.9500
H -1.3778 -2.6779 1.4769
H -4.3016 -2.7190 2.2963
H -3.3585 -3.9677 1.4489
H -3.7281 -2.4602 0.6280
H -2.8924 -0.5030 2.8938
H -2.3452 -0.5856 1.1080
H -1.6411 0.6500 4.3906
H 0.5932 1.6131 5.1446
H 2.5787 0.8162 4.1549
H 2.4705 -0.3698 1.8447
C -1.6650 -3.3406 -2.5308
S -0.6132 -2.5636 -1.2844
O 0.7590 -2.7185 -1.7448
O -0.8074 -3.2577 -0.0031
O -1.0620 -1.1498 -1.1891
H -1.2453 -4.3483 -2.7893
H -1.6010 -2.7675 -3.4626
H -2.6851 -3.3599 -2.1607
*
```

Entry 3:
DFT (ωB97M-V/def2-TZVPD) results for a cluster of 2 separate species, C2H2F2N4 in total in a non-equilibrium geometry.

LUMO level, eV: -0.311
Frontier orbital gap, Eh: 0.3680
Total energy, eV: -13494.728

```
! wB97M-V def2-TZVPD RIJCOSX def2/J DEFGRID3
* xyz 0 1
C 0.6024 0.9921 1.4512
C -0.6461 -0.0720 -1.6017
N 1.5528 1.6215 1.7776
N -0.9205 1.0140 -1.8714
N -0.3473 -1.4000 -1.4436
N -0.0373 0.1129 0.8860
F -0.6753 -2.2379 -2.5772
F -0.8702 -0.6263 1.7155
H 1.9805 2.4374 2.2342
H -0.6391 -1.8416 -0.5704
*
```